# 1
C34H53N4PRuSSb2 | wB97M-V/def2-TZVPD

Geometry as XYZ:
```
96
Properties=species:S:1:pos:R:3:forces:R:3
Ru -0.145 -0.024 0.116 -0.24 1.74 -0.53
C 3.831 0.117 -1.651 0.08 0.02 -0.08
C 2.381 0.111 -1.321 0.38 -0.15 -0.40
N 1.867 0.137 -0.153 0.19 -0.32 0.78
N 2.645 0.175 0.984 -0.48 0.40 0.21
C 2.044 0.379 2.171 -0.21 -0.02 -0.21
N 2.760 0.439 3.270 0.21 -0.02 -0.06
S 0.327 0.596 2.234 0.23 -0.37 0.53
C 1.367 0.083 -2.377 -0.33 0.17 -0.22
C 1.700 -0.034 -3.717 0.08 0.08 0.09
C 0.705 0.028 -4.681 -0.04 0.02 -0.04
C -0.600 0.231 -4.268 0.03 0.06 -0.06
C -0.869 0.327 -2.915 0.02 0.33 0.08
N 0.071 0.248 -1.964 0.37 -0.90 -0.81
H 4.490 0.121 -0.786 -0.01 0.01 -0.03
H 4.075 0.994 -2.254 0.01 -0.01 -0.01
H 4.069 -0.771 -2.239 0.02 -0.01 0.02
H 3.633 0.046 0.903 0.58 0.00 -0.03
H 3.769 0.373 3.284 -0.02 0.00 0.01
H 2.298 0.550 4.159 -0.05 0.02 0.09
H 2.734 -0.159 -4.008 -0.02 -0.01 0.00
H 0.951 -0.063 -5.731 -0.01 -0.01 0.03
H -1.414 0.309 -4.977 0.02 0.00 0.01
H -1.877 0.504 -2.576 -0.06 -0.08 0.03
C -4.435 -0.565 1.013 0.07 0.00 0.06
Sb -2.676 0.572 0.608 -0.65 -0.49 0.18
C -2.714 1.683 2.414 0.06 0.02 -0.04
C -3.593 1.870 -0.862 -0.05 -0.37 0.06
C -3.884 3.136 -0.141 -0.49 -0.14 -0.13
C -5.056 3.296 0.588 -0.13 -0.07 -0.03
C -5.261 4.430 1.361 -0.15 -0.12 0.00
C -4.282 5.404 1.414 0.29 0.19 -0.05
C -3.122 5.257 0.660 -0.17 0.34 0.26
C -2.926 4.136 -0.129 0.41 0.29 -0.21
C -1.722 4.048 -1.017 -0.04 -0.11 0.14
Sb -0.140 2.770 -0.313 0.29 0.56 0.57
C 0.385 3.820 1.463 -0.07 0.10 -0.14
C 1.357 3.643 -1.567 0.07 -0.38 -0.02
H -5.174 0.155 1.368 0.05 0.02 0.00
H -4.268 -1.305 1.791 0.01 0.00 -0.01
H -4.810 -1.045 0.113 -0.01 0.05 0.02
H -3.651 2.230 2.462 -0.03 0.03 0.03
H -1.885 2.382 2.494 -0.07 0.00 0.00
H -2.664 0.970 3.239 0.01 0.01 -0.01
H -4.484 1.345 -1.208 -0.02 0.04 0.09
H -2.932 2.012 -1.712 -0.06 -0.02 -0.01
H -5.824 2.531 0.542 0.02 0.02 0.00
H -6.185 4.550 1.911 0.02 0.00 -0.01
H -4.428 6.294 2.012 0.01 -0.02 -0.01
H -2.380 6.049 0.664 -0.03 0.00 0.00
H -1.223 5.016 -1.079 0.07 -0.05 -0.03
H -1.956 3.717 -2.029 -0.03 0.14 -0.02
H 0.462 4.873 1.191 0.01 0.00 0.03
H 1.347 3.480 1.841 0.01 -0.01 -0.01
H -0.371 3.710 2.237 0.04 0.02 -0.02
H 1.255 4.722 -1.444 -0.07 -0.06 0.06
H 1.201 3.397 -2.615 0.02 -0.05 -0.02
H 2.360 3.357 -1.256 0.03 -0.04 -0.03
C 0.652 -3.001 2.614 -0.08 -0.37 -0.04
C -0.547 -3.291 1.703 0.04 -0.08 0.03
C -0.657 -4.821 1.656 -0.12 -0.07 -0.05
C -1.829 -2.725 2.312 0.01 -0.28 -0.08
P -0.194 -2.499 0.013 -0.11 -0.87 0.05
C 1.379 -3.367 -0.436 -0.05 -0.02 -0.13
C 1.345 -4.650 -0.997 0.07 0.12 -0.08
C 2.505 -5.354 -1.279 0.09 -0.02 0.00
C 3.749 -4.807 -0.994 -0.07 -0.06 -0.03
C 3.808 -3.556 -0.403 0.05 0.02 0.02
C 2.641 -2.858 -0.130 -0.12 0.13 0.18
C -1.447 -3.071 -1.319 0.12 -0.22 0.00
C -2.082 -4.465 -1.125 -0.02 0.06 -0.06
C -2.661 -2.146 -1.331 -0.01 -0.15 0.08
C -0.738 -3.013 -2.684 -0.14 0.11 0.02
H 0.407 -3.344 3.622 0.01 0.00 -0.03
H 0.880 -1.954 2.677 0.14 0.53 0.07
H 1.539 -3.544 2.287 -0.02 0.03 0.02
H -0.740 -5.163 2.690 0.02 0.00 -0.02
H 0.233 -5.289 1.238 -0.02 0.00 -0.02
H -1.537 -5.180 1.131 0.11 0.01 0.12
H -1.961 -3.149 3.310 -0.02 -0.01 -0.02
H -2.709 -2.994 1.724 0.02 0.01 0.01
H -1.785 -1.649 2.420 0.01 0.37 0.06
H 0.413 -5.128 -1.232 -0.10 -0.03 0.00
H 2.433 -6.341 -1.718 0.00 0.03 0.02
H 4.655 -5.359 -1.209 -0.03 0.02 0.00
H 4.768 -3.133 -0.129 -0.03 -0.01 -0.01
H 2.722 -1.930 0.409 -0.01 -0.09 -0.01
H -2.758 -4.478 -0.270 0.01 0.01 -0.08
H -1.396 -5.297 -1.028 0.08 -0.02 0.02
H -2.687 -4.658 -2.015 0.01 0.00 0.02
H -3.150 -2.165 -0.359 0.00 0.00 -0.10
H -3.373 -2.517 -2.070 0.00 0.01 0.01
H -2.417 -1.124 -1.592 0.03 0.14 -0.03
H -0.039 -3.828 -2.832 0.01 -0.04 -0.03
H -0.188 -2.081 -2.827 -0.01 -0.12 0.00
H -1.498 -3.083 -3.467 0.01 0.02 0.01
```
Forces are in eV/Å.

Calculated values
- E_tot: -77836.4273 eV
- Gap between HOMO and LUMO (spin up / spin down): 6.24 / 5.55 eV
- Net charge: +3
- Highest occupied orbital energy (spin up / spin down): -15.50 / -15.52 eV
- Spin multiplicity: 2

Löwdin atomic charge list, values in e, 8 entries: 0.466, 0.032, -0.265, -0.123, 0.039, -0.688, 0.192, 0.692

# 2
C34H54F6N2O2ReSb | wB97M-V/def2-TZVPD

Geometry as XYZ:
```
100
Properties=species:S:1:pos:R:3:forces:R:3
Re 1.713 -0.136 0.244 0.13 1.04 -0.23
C 3.632 -1.937 1.753 0.06 0.04 0.01
N 3.121 -1.762 0.359 -0.05 0.36 -0.05
C 4.299 -1.484 -0.523 0.10 0.05 0.03
C 2.446 -3.025 -0.087 -0.03 -0.09 -0.05
C 0.955 -2.952 0.161 -0.04 -0.01 0.05
N 0.419 -1.668 -0.391 0.05 -0.04 0.11
C -0.979 -1.389 0.105 -0.04 0.07 0.00
C -1.195 -1.205 1.590 0.26 -0.11 -0.42
C -2.470 -1.409 2.061 -0.19 -0.09 -0.01
C -2.785 -1.189 3.401 0.04 0.04 0.11
C -1.743 -0.827 4.255 -0.08 -0.05 0.02
C -0.428 -0.642 3.846 0.26 0.24 0.17
C -0.194 -0.793 2.470 -0.28 -0.15 0.40
O 1.031 -0.532 1.920 0.15 0.46 -2.25
C 0.681 -0.315 4.858 0.04 -0.03 -0.03
C 1.613 -1.535 4.943 -0.03 0.01 0.05
C 1.490 0.933 4.465 -0.04 0.01 0.10
C 0.120 -0.062 6.261 -0.05 -0.01 -0.02
C -4.225 -1.339 3.875 -0.08 0.00 -0.07
C -4.716 -2.768 3.581 0.07 0.01 0.03
C -5.098 -0.329 3.105 0.06 -0.01 0.02
C -4.377 -1.069 5.371 0.04 0.00 0.03
C 0.333 -1.772 -1.898 0.05 0.00 -0.20
C 0.195 -0.498 -2.684 0.49 0.03 0.44
C -0.791 -0.340 -3.606 -0.39 0.45 -0.64
C -0.790 0.780 -4.481 0.30 -0.16 0.38
C 0.273 1.674 -4.390 -0.42 -0.28 -0.14
C 1.316 1.561 -3.472 0.19 -0.31 0.74
C 1.214 0.473 -2.585 -0.54 0.60 -1.38
O 2.040 0.299 -1.538 -0.16 -1.10 2.96
C 2.419 2.623 -3.484 -0.02 -0.03 -0.11
C 1.774 4.004 -3.242 -0.03 -0.09 0.00
C 3.081 2.593 -4.879 -0.02 0.03 0.11
C 3.526 2.407 -2.445 -0.07 -0.06 0.01
C -1.906 0.932 -5.494 -0.08 -0.16 -0.07
C -1.805 2.238 -6.281 -0.02 0.00 0.02
C -3.261 0.892 -4.764 0.03 0.05 -0.04
C -1.817 -0.253 -6.478 -0.05 0.09 0.01
H 4.431 -2.680 1.752 -0.01 0.02 -0.05
H 4.018 -0.989 2.127 -0.02 -0.01 -0.03
H 2.826 -2.273 2.395 -0.01 -0.04 -0.07
H 4.982 -2.335 -0.497 -0.04 0.00 0.04
H 3.971 -1.312 -1.545 -0.04 -0.03 0.01
H 4.818 -0.598 -0.158 -0.03 -0.02 0.01
H 2.667 -3.172 -1.141 0.02 0.02 -0.02
H 2.864 -3.875 0.451 0.07 -0.02 0.00
H 0.449 -3.801 -0.302 -0.04 0.01 -0.01
H 0.732 -2.968 1.227 -0.03 -0.01 0.03
H -1.325 -0.504 -0.433 0.07 0.01 -0.07
H -1.592 -2.234 -0.214 0.00 0.00 -0.08
H -3.247 -1.726 1.372 0.08 0.03 0.03
H -1.972 -0.682 5.297 0.03 0.00 0.01
H 2.105 -1.724 3.989 -0.04 0.01 0.11
H 2.390 -1.355 5.690 -0.03 -0.02 -0.05
H 1.061 -2.431 5.234 0.03 0.02 -0.01
H 2.016 0.821 3.516 -0.01 0.02 0.08
H 0.845 1.809 4.404 0.08 -0.05 0.03
H 2.240 1.121 5.235 -0.02 -0.03 -0.03
H -0.378 -0.942 6.675 0.01 0.04 -0.03
H 0.949 0.182 6.927 -0.03 -0.01 -0.02
H -0.574 0.781 6.276 0.02 -0.04 0.00
H -4.684 -3.004 2.514 -0.02 0.01 0.05
H -4.112 -3.506 4.115 -0.04 0.03 -0.03
H -5.751 -2.871 3.913 0.05 0.00 -0.03
H -5.109 -0.534 2.032 0.00 0.01 0.04
H -6.126 -0.389 3.467 0.04 0.00 -0.04
H -4.741 0.692 3.258 -0.04 -0.04 -0.01
H -3.799 -1.774 5.974 -0.02 0.03 -0.01
H -4.081 -0.051 5.634 -0.01 -0.04 0.00
H -5.425 -1.186 5.648 0.03 0.00 0.01
H 1.238 -2.277 -2.230 0.03 -0.03 0.03
H -0.510 -2.425 -2.123 -0.02 -0.06 0.05
H -1.573 -1.086 -3.684 0.04 0.03 -0.04
H 0.292 2.519 -5.062 0.00 0.00 -0.01
H 1.202 4.343 -4.108 0.01 -0.04 0.03
H 1.106 3.991 -2.378 0.07 0.00 -0.05
H 2.554 4.740 -3.050 -0.01 0.02 -0.04
H 2.372 2.808 -5.679 0.04 -0.02 0.05
H 3.865 3.351 -4.916 -0.02 -0.01 -0.02
H 3.539 1.620 -5.077 -0.02 0.05 0.01
H 3.158 2.455 -1.421 0.04 0.05 -0.06
H 4.051 1.460 -2.598 -0.01 0.03 -0.01
H 4.256 3.209 -2.555 0.04 -0.02 -0.02
H -1.850 3.112 -5.626 0.01 -0.04 -0.04
H -0.891 2.287 -6.878 -0.04 0.00 0.03
H -2.646 2.302 -6.972 0.02 0.01 0.00
H -3.336 1.697 -4.028 0.00 -0.04 -0.04
H -4.063 1.023 -5.491 -0.01 -0.01 0.03
H -3.432 -0.061 -4.256 0.01 0.05 -0.03
H -0.858 -0.258 -7.002 -0.05 0.00 0.03
H -1.942 -1.216 -5.975 0.01 0.06 -0.03
H -2.611 -0.161 -7.221 0.02 -0.03 0.00
F 0.392 1.516 -0.096 0.13 -0.45 0.07
Sb 0.889 3.031 1.161 -0.31 0.19 -0.09
F 2.436 1.702 1.134 0.30 -0.79 0.06
F -0.156 1.976 2.280 -0.10 -0.21 0.14
F 1.587 3.844 2.655 0.11 0.30 0.08
F -0.600 3.883 0.485 -0.10 0.27 0.14
F 1.972 3.945 -0.022 0.14 -0.03 -0.22
```
Forces are in eV/Å.

Calculated values
- E_tot: -68171.5940 eV
- Gap between HOMO and LUMO (spin up / spin down): 5.15 / 5.14 eV
- Net charge: +2
- Highest occupied orbital energy (spin up / spin down): -13.84 / -13.84 eV
- Spin multiplicity: 1

Löwdin atomic charge list, values in e, 8 entries: 1.840, -0.039, -0.368, -0.038, -0.131, -0.112, -0.251, -0.070

# 3
C34H56BF2MgNO28 | wB97M-V/def2-TZVPD

Geometry as XYZ:
```
123
Properties=species:S:1:pos:R:3:forces:R:3
Mg -25.088 -3.580 4.697 1.00 -0.27 0.59
O -27.253 -11.041 2.184 -0.66 -2.97 -3.34
C -27.123 -10.254 3.009 0.72 2.26 2.51
O -26.034 -9.516 3.216 0.59 0.66 0.19
B -26.223 -8.722 4.418 -0.50 -0.97 -0.26
O -27.537 -9.065 4.937 0.56 1.01 0.54
C -28.119 -9.927 4.119 4.88 1.86 -0.63
O -29.140 -10.395 4.252 -6.12 -2.64 0.70
O -26.118 -7.265 4.115 -0.11 0.50 -0.04
C -25.215 -6.755 4.878 -0.27 -1.18 -0.08
O -24.834 -5.618 4.884 0.00 1.71 0.12
C -24.598 -7.862 5.750 -1.05 0.24 -1.63
O -25.166 -8.968 5.414 -0.50 -0.85 -0.05
O -23.707 -7.690 6.488 2.20 0.47 2.00
N -22.183 -3.151 6.157 0.14 -0.44 0.27
O -21.385 -2.379 5.540 -1.40 -1.45 1.39
O -21.846 -3.792 7.219 -0.81 1.78 -2.72
O -23.378 -3.305 5.676 2.29 0.32 1.16
C -18.573 -1.659 7.947 0.82 0.49 0.87
C -17.969 -2.690 6.975 -1.05 -0.43 1.44
O -17.339 -3.588 7.863 0.13 0.43 -0.32
C -17.031 -2.937 9.042 -1.09 0.05 -1.20
O -16.293 -3.354 9.846 0.99 -0.59 1.08
O -17.744 -1.808 9.145 -0.13 0.41 -0.85
F -17.032 -2.157 6.145 -0.05 0.28 -0.02
H -19.584 -1.798 8.333 -0.14 -0.47 -0.79
H -18.475 -0.636 7.583 0.12 -0.09 0.00
H -18.745 -3.197 6.409 0.24 -0.21 -0.23
C -20.944 -7.296 5.190 0.75 0.61 0.61
C -20.475 -6.974 6.616 -0.08 -0.11 -0.48
O -19.447 -6.016 6.377 -0.63 -0.49 0.12
C -18.997 -6.158 5.093 -3.33 -2.82 1.42
O -18.107 -5.616 4.631 3.73 2.66 -1.64
O -19.744 -7.079 4.415 -0.66 -0.01 0.52
F -19.925 -8.067 7.270 -0.34 0.74 -0.52
H -21.649 -6.508 4.905 -0.23 -0.38 0.16
H -21.357 -8.288 5.092 0.14 -0.18 -0.23
H -21.302 -6.566 7.200 0.48 0.09 0.27
C -18.647 -7.404 11.532 0.09 -0.23 0.16
C -18.651 -5.971 11.074 0.23 -0.53 -0.19
O -19.983 -5.567 10.915 -0.18 -0.53 0.47
C -20.060 -4.320 10.339 0.50 0.84 -0.77
C -21.442 -3.844 10.417 -2.16 0.28 0.75
H -19.326 -7.554 12.374 0.03 0.12 0.01
H -18.964 -8.068 10.729 0.04 -0.03 -0.01
H -17.643 -7.677 11.858 0.02 -0.13 -0.07
H -18.134 -5.330 11.799 -0.01 0.11 -0.12
H -18.163 -5.897 10.094 0.31 0.12 0.15
H -19.387 -3.603 10.830 0.13 -0.05 0.05
H -19.797 -4.334 9.270 0.36 -0.27 -0.02
H -21.763 -3.583 11.435 0.31 0.06 0.01
H -22.165 -4.616 10.125 0.33 -0.09 -0.26
H -21.652 -2.978 9.798 0.86 -0.91 0.50
O -24.143 -0.473 7.463 0.50 0.00 -0.61
C -23.064 -0.459 8.020 -0.89 0.10 0.99
O -21.989 0.220 7.634 0.17 -0.19 -0.57
C -21.969 0.768 6.308 1.17 0.56 -0.62
C -20.716 1.663 6.217 -0.80 -0.38 0.92
C -22.832 -1.146 9.342 0.22 0.50 -1.19
H -22.889 1.308 6.093 -0.06 -0.01 0.15
H -21.805 -0.014 5.564 -0.48 -0.31 0.35
H -20.651 2.146 5.248 -0.02 0.13 -0.07
H -19.831 1.049 6.378 0.06 -0.01 -0.12
H -20.758 2.390 7.033 0.12 0.18 -0.30
H -22.184 -0.524 9.954 -0.15 -0.07 0.28
H -22.298 -2.073 9.127 -0.60 0.76 -0.39
H -23.802 -1.369 9.755 -0.10 -0.04 0.44
O -25.445 -1.651 4.387 0.14 -1.78 -0.44
C -25.632 -0.471 4.562 -1.69 -0.07 0.77
O -24.833 0.433 4.214 1.86 2.05 -0.74
C -23.632 0.099 3.512 0.68 -0.03 -1.03
C -23.893 -0.183 2.022 -0.26 -0.74 0.69
C -26.832 0.117 5.178 -1.06 -0.04 0.85
H -23.114 -0.738 3.972 -0.19 -0.06 0.27
H -23.024 0.991 3.604 0.09 0.05 0.19
H -24.965 -0.226 1.829 -0.01 0.27 -0.10
H -23.523 -1.183 1.796 0.19 0.17 -0.22
H -23.416 0.553 1.391 0.00 0.09 -0.22
H -26.634 0.300 6.238 0.14 -0.05 -0.05
H -27.674 -0.563 5.118 -0.06 -0.10 -0.06
H -27.101 1.070 4.737 0.13 0.04 -0.15
O -24.234 -3.921 2.947 -0.70 0.53 -0.46
C -23.328 -4.489 2.357 0.26 0.08 0.86
O -23.472 -5.069 1.209 0.44 0.04 -0.45
C -24.679 -4.943 0.500 -2.26 -0.45 -0.54
C -25.006 -6.280 -0.130 0.95 0.09 -0.07
C -21.965 -4.622 2.886 1.09 0.47 -0.24
H -24.628 -4.154 -0.246 0.53 0.10 -0.05
H -25.539 -4.686 1.130 0.52 0.13 0.33
H -24.143 -6.608 -0.715 -0.20 -0.05 -0.18
H -25.872 -6.176 -0.772 -0.15 -0.15 -0.04
H -25.159 -7.029 0.643 -0.27 -0.06 0.02
H -21.761 -3.913 3.684 -0.29 -0.26 0.25
H -21.272 -4.339 2.090 -0.04 -0.19 -0.06
H -21.751 -5.655 3.145 -0.04 -0.02 0.06
O -26.033 -3.585 6.450 0.41 -0.46 -0.79
C -26.479 -3.180 7.499 -1.17 0.78 0.66
O -25.952 -3.355 8.672 -0.23 0.37 0.27
C -24.709 -4.028 8.868 0.88 -1.34 -0.26
C -24.866 -5.539 8.787 0.42 0.46 0.08
C -27.785 -2.423 7.617 0.64 -0.47 0.53
H -24.413 -3.786 9.880 0.08 0.41 0.06
H -23.941 -3.737 8.151 -0.28 0.46 -0.02
H -25.390 -5.883 9.675 -0.38 -0.35 -0.32
H -23.875 -5.990 8.789 0.13 0.03 0.13
H -25.282 -5.821 7.825 -0.45 -0.19 0.14
H -27.594 -1.504 8.167 -0.06 0.10 -0.08
H -28.437 -3.038 8.239 -0.17 0.09 -0.12
H -28.212 -2.240 6.650 -0.21 0.05 -0.32
O -20.694 -1.930 1.658 1.63 1.05 0.83
C -19.676 -1.517 2.221 -0.85 -0.49 -0.92
O -19.009 -0.383 1.857 -0.35 -1.23 0.55
C -19.393 0.247 0.656 -0.65 0.74 -1.15
C -18.216 1.011 0.107 0.60 -0.14 0.30
C -18.982 -2.244 3.345 -0.02 0.19 -0.56
H -20.228 0.936 0.825 0.01 -0.10 0.26
H -19.745 -0.453 -0.104 0.02 -0.32 0.35
H -17.825 1.709 0.850 -0.05 0.05 -0.09
H -18.478 1.554 -0.795 -0.16 0.08 -0.05
H -17.408 0.319 -0.147 -0.04 0.05 0.02
H -18.509 -3.144 2.943 -0.22 -0.06 -0.08
H -19.738 -2.540 4.069 0.22 0.05 0.18
H -18.169 -1.650 3.744 -0.15 0.15 0.35
```
Forces are in eV/Å.

Calculated values
- E_tot: -106549.8064 eV
- Gap between HOMO and LUMO: 9.06 eV
- Highest occupied orbital energy: -9.52 eV
- Spin multiplicity: 1

Löwdin atomic charge list, values in e, 8 entries: 0.756, 0.221, -0.424, 0.240, -0.880, 0.248, -0.452, 0.239